1.
Molecular formula: C29H36CaN8
Method: DFT, wB97M-V/def2-TZVPD

Values from the calculation:
- energy above the lowest of the compared OMol25 structures with the same formula, charge and spin (kJ/mol) = 220.39
- orbital gap (spin up / spin down) (eV) = 4.446 / 1.732
- highest occupied orbital energy (spin up / spin down) (eV) = -0.06 / 2.63
- charge = -2

Element x y z (Å)
Ca (-0.277, -0.185, 0.586)
N (-2.041, 2.874, -0.392)
N (-0.049, 1.909, -2.401)
C (-0.211, -2.778, 1.039)
C (-1.174, -2.456, 0.029)
C (-2.307, -1.887, 0.677)
C (-3.542, -1.387, 0.039)
H (-3.526, -1.521, -1.049)
H (-3.717, -0.325, 0.267)
H (-4.418, -1.932, 0.424)
C (-2.043, -1.845, 2.065)
C (-2.996, -1.319, 3.066)
H (-3.952, -1.871, 3.051)
H (-3.261, -0.269, 2.852)
H (-2.587, -1.392, 4.084)
C (-0.761, -2.405, 2.296)
C (-0.137, -2.595, 3.628)
H (-0.186, -1.683, 4.240)
H (0.912, -2.896, 3.544)
H (-0.648, -3.384, 4.199)
C (-0.943, -2.427, -1.435)
H (-1.855, -2.734, -1.971)
H (-0.130, -3.112, -1.710)
H (-0.668, -1.401, -1.811)
C (1.144, -3.336, 0.794)
H (1.875, -2.575, 0.463)
H (1.125, -4.116, 0.015)
H (1.546, -3.791, 1.710)
C (-2.484, 3.673, 0.655)
H (-3.375, 3.336, 1.184)
C (-2.177, 5.066, 0.600)
H (-2.401, 5.648, 1.488)
C (-1.763, 5.596, -0.599)
H (-1.551, 6.664, -0.703)
C (-1.631, 4.784, -1.736)
H (-1.357, 5.190, -2.711)
C (-1.749, 3.379, -1.661)
C (-1.331, 2.410, -2.623)
H (-2.067, 1.721, -3.053)
C (0.284, 0.639, -1.905)
C (1.102, 2.739, -2.490)
H (1.052, 3.766, -2.814)
C (2.135, 2.002, -2.102)
H (3.178, 2.247, -2.058)
N (1.655, 0.728, -1.741)
C (2.534, -0.360, -1.395)
C (2.619, -1.504, -2.218)
C (3.539, -2.514, -1.892)
H (3.583, -3.433, -2.485)
C (4.461, -2.346, -0.855)
C (5.478, -3.408, -0.555)
H (5.247, -3.968, 0.363)
H (6.475, -2.970, -0.424)
H (5.518, -4.123, -1.383)
C (4.413, -1.171, -0.099)
H (5.136, -1.016, 0.709)
C (3.480, -0.158, -0.369)
C (3.530, 1.111, 0.424)
H (3.614, 2.009, -0.201)
H (4.423, 1.086, 1.062)
H (2.668, 1.254, 1.098)
C (1.829, -1.588, -3.488)
H (1.918, -0.664, -4.083)
H (0.759, -1.767, -3.308)
H (2.195, -2.421, -4.110)
N (-1.741, 2.542, 3.236)
N (-1.447, 2.752, 1.911)
N (-4.355, 1.411, 1.874)
C (-5.267, 1.711, 1.202)
N (-1.609, 1.632, -0.032)
N (-1.414, 1.578, 1.281)
H (-2.707, 2.199, 3.368)
H (-1.489, 3.343, 3.819)
H (-6.083, 2.030, 0.525)

How positive or negative is each atom? The Löwdin charges in e answer that: Ca 1.3696; N -0.0593; N -0.1250; C -0.3302; C -0.3522; C -0.3267; C -0.0664; H 0.0698; H 0.0311; H 0.0712; C -0.2989; C -0.0706; H 0.0717; H 0.0201; H 0.0663; C -0.2964; C -0.0866; H 0.0688; H 0.0528; H 0.0710; C -0.0952; H 0.0728; H 0.0679; H 0.0275; C -0.0661; H 0.0590; H 0.0728; H 0.0605; C -0.2010; H 0.0583; C -0.1111; H 0.0790; C -0.1549; H 0.0811; C -0.1070; H 0.0726; C -0.2498; C -0.2407; H 0.0474; C -0.0802; C -0.0448; H 0.1071; C -0.0980; H 0.0983; N -0.0880; C -0.1587; C -0.2001; C -0.0560; H 0.0913; C -0.2901; C -0.3368; H 0.0350; H 0.0130; H 0.0205; C -0.0919; H 0.0684; C -0.2169; C -0.0906; H 0.0528; H 0.0562; H 0.0809; C -0.0601; H 0.0888; H 0.0531; H 0.0694; N -0.0182; N -0.2104; N 0.0940; C -0.0226; N -0.1114; N -0.2728; H 0.0274; H 0.0558; H 0.0828


2.
Molecular formula: C3H4N2O
Method: DFT, wB97M-V/def2-TZVPD

Values from the calculation:
- energy above the lowest of the compared OMol25 structures with the same formula, charge and spin (kJ/mol) = 110.53
- SMILES = Oc1ccn[nH]1
- orbital gap (eV) = 9.519
- highest occupied orbital energy (eV) = -8.87
- charge = 0

Element x y z (Å)
O (0.872, 1.852, -0.120)
C (0.251, 0.653, -0.083)
C (0.047, -0.250, 0.933)
C (-0.576, -1.342, 0.280)
N (-0.790, -1.110, -1.004)
N (-0.267, 0.121, -1.211)
H (1.519, 1.860, 0.599)
H (0.230, -0.085, 1.984)
H (-0.852, -2.300, 0.703)
H (-0.434, 0.602, -2.082)

How positive or negative is each atom? The Löwdin charges in e answer that: O 0.0797; C -0.3910; C -0.0291; C -0.1802; N 0.0159; N 0.0301; H 0.1186; H 0.0973; H 0.0986; H 0.1601


3.
Molecular formula: C9H14O
Method: DFT, wB97M-V/def2-TZVPD

Values from the calculation:
- energy above the lowest of the compared OMol25 structures with the same formula, charge and spin (kJ/mol) = 238.58
- SMILES = Cc1ccc(O)cc1.CC
- orbital gap (eV) = 9.196
- highest occupied orbital energy (eV) = -8.46
- charge = 0

Element x y z (Å)
C (2.218, 1.899, 0.336)
C (1.772, -2.454, -0.328)
C (2.809, -1.912, 0.315)
C (0.726, -1.554, -0.695)
C (3.097, -0.552, 0.395)
C (0.910, -0.114, -0.533)
C (2.092, 0.446, 0.008)
O (1.780, -3.655, -0.935)
H (0.843, -4.039, -0.643)
H (3.599, -2.607, 0.578)
H (-0.214, -1.980, -1.104)
H (4.049, -0.189, 0.892)
H (0.105, 0.616, -0.849)
H (2.061, 2.433, -0.566)
H (3.297, 2.186, 0.277)
H (1.918, 2.061, 1.455)
C (-4.388, 0.952, -0.280)
C (-3.318, 1.355, 0.643)
H (-5.380, 1.401, 0.157)
H (-4.418, 1.363, -1.300)
H (-4.529, -0.146, -0.449)
H (-3.326, 0.797, 1.558)
H (-3.358, 2.406, 1.016)
H (-2.342, 1.286, 0.051)

How positive or negative is each atom? The Löwdin charges in e answer that: C -0.0846; C -0.4128; C -0.0712; C 0.0017; C -0.0210; C -0.0404; C -0.2985; O 0.0219; H 0.1772; H 0.1172; H 0.1093; H 0.1236; H 0.1094; H 0.0596; H 0.0762; H 0.1306; C -0.2216; C -0.2084; H 0.0950; H 0.0586; H 0.0735; H 0.0545; H 0.0757; H 0.0744